# 1
54
Properties=species:S:1:pos:R:3:forces:R:3 method="wB97M-V/def2-TZVPD" smiles="CCOC(=O)CCC[C@](CCCCS(=O)(=O)Cl)(CNC)OC(=O)OC#N.O" homo_ev=-9.28 multiplicity=1 fmax_ev_per_a=1.81 energy_ha=-2157.50721 orbital_gap_ev=8.83
C -4.833 -1.664 -3.386 0.4 -0.5 0.3
C -3.564 -2.498 -3.679 -1.6 0.8 -0.1
O -2.452 -1.787 -3.128 0.3 -0.5 0.1
C -1.355 -2.543 -2.931 0.7 0.1 0.1
O -1.270 -3.709 -3.204 -0.3 -0.2 -0.1
C -0.209 -1.775 -2.304 -0.7 0.6 0.2
C -0.328 -1.810 -0.773 0.3 -0.5 0.0
C 0.819 -1.064 -0.080 0.0 -1.1 0.3
C 0.619 -0.885 1.437 -0.1 1.0 -0.9
C -0.505 0.128 1.772 -0.4 0.0 -0.6
C -0.907 1.122 0.662 -0.1 1.1 0.6
C 0.170 2.196 0.337 0.2 -1.0 -0.7
C 0.220 2.465 -1.175 0.2 -0.6 0.6
S 1.727 3.285 -1.726 -0.4 1.4 -0.9
O 2.041 2.940 -3.071 0.0 -0.8 0.1
O 1.563 4.683 -1.459 0.1 0.0 0.6
Cl 3.301 2.655 -0.564 -0.4 -0.2 0.0
C 2.010 -0.543 2.031 -0.1 0.6 0.5
N 2.049 0.186 3.299 0.7 -0.3 -0.4
C 2.360 1.607 3.211 -1.2 0.1 0.4
O 0.136 -2.214 1.870 0.9 -0.3 0.6
C 0.459 -2.509 3.127 -0.6 0.2 0.3
O -0.051 -2.122 4.121 0.3 0.1 -0.2
O 1.556 -3.422 3.220 -0.2 -0.1 -0.6
C 1.192 -4.616 2.840 -0.7 -0.8 0.9
N 0.731 -5.676 2.762 0.6 0.6 -0.5
H -5.545 -1.762 -4.204 0.0 0.1 0.0
H -4.585 -0.617 -3.215 0.0 0.0 -0.2
H -5.300 -2.041 -2.474 -0.1 0.1 0.0
H -3.702 -3.477 -3.228 0.5 -0.1 -0.1
H -3.479 -2.595 -4.761 0.5 -0.1 0.1
H 0.719 -2.240 -2.628 0.0 0.1 0.0
H -0.262 -0.731 -2.633 0.2 -0.1 -0.1
H -0.252 -2.857 -0.471 -0.1 0.1 0.0
H -1.315 -1.485 -0.438 0.1 0.2 -0.1
H 1.094 -0.127 -0.563 -0.2 0.1 0.1
H 1.699 -1.716 -0.169 0.1 0.2 -0.1
H -1.401 -0.459 1.982 0.1 0.0 0.1
H -0.313 0.713 2.673 0.2 -0.2 0.0
H -1.270 0.649 -0.249 0.2 -0.2 0.1
H -1.759 1.678 1.067 -0.1 -0.2 -0.1
H 0.038 3.112 0.908 0.1 0.0 0.0
H 1.129 1.739 0.582 0.1 0.4 0.2
H -0.600 3.091 -1.529 0.3 0.3 -0.1
H 0.167 1.525 -1.729 0.2 0.0 0.0
H 2.641 -1.434 2.114 -0.3 -0.2 -0.2
H 2.508 0.084 1.285 0.0 0.0 0.0
H 1.245 0.008 3.881 0.0 0.0 0.1
H 1.455 2.180 2.945 0.3 0.2 -0.2
H 3.128 1.824 2.473 0.1 -0.2 0.1
H 2.653 1.987 4.191 0.3 -0.1 -0.1
O 1.776 6.762 0.676 0.0 0.0 -0.1
H 1.810 6.195 -0.106 -0.1 -0.1 0.0
H 2.238 7.562 0.412 0.0 0.0 0.0

# 2
61
Properties=species:S:1:pos:R:3:forces:R:3 method="wB97M-V/def2-TZVPD" homo_ev="-1.72 / -2.29" multiplicity=3 e_above_lowest_kj_mol=0.0 fmax_ev_per_a=2.80 energy_ha=-8217.09207 total_charge=-2 s_squared=2.01 orbital_gap_ev="6.15 / 6.34"
Ti 1.063 1.004 -0.107 -1.5 -1.7 1.7
F 2.437 -0.613 0.804 0.4 0.4 0.0
C 3.373 -0.015 1.900 -0.9 0.1 0.2
F 2.415 1.017 2.271 0.5 -0.1 0.3
F 4.214 0.720 1.141 0.1 -0.1 -0.2
S 3.139 0.709 -1.937 0.3 0.3 -0.7
O 1.611 1.162 -1.954 0.9 -0.2 -0.8
O 3.571 0.349 -3.285 -0.1 0.2 0.0
N 3.788 2.291 -1.634 -0.6 -0.3 0.2
S 2.720 3.227 -1.068 0.2 0.7 -0.2
O 1.949 4.080 -1.936 -0.2 -0.2 0.0
O 1.905 2.733 0.139 0.8 0.8 -0.8
C 3.731 4.442 -0.192 -0.1 -0.3 0.2
F 4.329 3.911 0.868 0.3 0.2 0.2
F 4.652 4.946 -1.008 0.3 0.3 0.0
F 2.937 5.435 0.219 0.1 0.3 0.2
O -1.812 -2.984 -3.319 0.1 -0.3 0.2
C -1.100 -4.040 -2.696 -0.1 0.3 0.0
C -1.004 -4.012 -1.156 -0.2 0.2 0.1
C -0.697 -5.463 -0.767 0.0 -0.1 0.3
O -0.530 -5.702 0.638 -0.1 -0.1 -0.4
C -2.359 -3.622 -0.507 0.2 0.1 -0.1
Se -2.739 -1.717 -0.197 0.7 0.0 -0.3
C 0.196 -3.174 -0.701 0.1 -0.1 0.4
Se 0.262 -1.349 -1.312 -1.1 -0.1 -0.6
H -1.484 -2.142 -2.960 0.1 -0.1 0.1
H -0.079 -4.116 -3.096 0.0 0.0 0.0
H -1.634 -4.950 -2.982 0.0 -0.1 -0.1
H 0.201 -5.786 -1.305 0.1 -0.1 0.0
H -1.526 -6.096 -1.085 -0.1 -0.1 0.1
H 0.003 -4.986 0.993 0.1 0.1 0.0
H -2.425 -4.099 0.466 0.0 -0.1 0.1
H -3.166 -4.002 -1.138 0.1 -0.1 0.0
H 1.104 -3.617 -1.111 0.1 -0.2 0.1
H 0.290 -3.160 0.388 0.0 -0.2 0.0
C -2.529 3.259 -1.744 0.0 0.0 -0.1
C -1.187 3.079 -1.029 -0.1 -0.3 0.2
C -1.187 3.950 0.229 0.0 0.0 -0.1
C -0.911 1.579 -0.747 0.0 0.8 -0.2
H -2.740 4.319 -1.961 0.0 -0.2 0.0
H -3.341 2.866 -1.120 0.0 0.0 -0.1
H -2.539 2.707 -2.689 0.0 0.0 0.1
H -0.409 3.451 -1.692 0.2 0.1 -0.1
H -2.028 3.678 0.882 0.1 0.0 0.0
H -1.295 5.011 -0.031 0.0 -0.1 0.0
H -0.261 3.845 0.793 0.0 0.0 0.0
H -1.030 1.071 -1.707 -0.1 -0.1 -0.1
H -1.701 1.187 -0.104 -0.1 -0.1 0.2
C -1.108 -0.966 3.263 -0.1 0.1 0.1
C -1.048 0.468 3.807 0.0 -0.1 0.0
C -0.586 1.264 2.586 -0.1 -0.2 -0.1
O -0.014 0.300 1.682 -0.1 0.1 0.1
C 0.092 -0.971 2.343 -0.2 0.3 0.1
H -2.007 -1.112 2.661 0.0 -0.1 0.0
H -1.052 -1.737 4.036 0.0 0.1 0.0
H -0.306 0.535 4.606 0.0 0.0 0.0
H -2.005 0.831 4.187 0.0 0.0 0.0
H 0.160 2.015 2.830 0.2 0.1 0.0
H -1.411 1.741 2.063 -0.1 0.0 -0.1
H 1.024 -1.012 2.899 0.3 0.0 0.1
H 0.080 -1.738 1.584 -0.1 0.0 -0.1